# C5H12NO

2 unconnected molecules or ions with the total composition C5H12NO at a distorted geometry (wB97M-V/def2-TZVPD, OMol25).

Structure (XYZ):
```
19
Properties=species:S:1:pos:R:3:forces:R:3
C -1.848992 1.366057 -0.691692 -2.6163 3.8661 2.0017
C -0.337216 -1.458160 1.247207 2.6617 -0.9440 2.1955
C 2.581576 -0.276421 -0.911332 3.6056 -0.9930 -0.1499
C -1.250237 0.667785 0.467719 -0.7796 -1.2478 0.2288
C -0.454926 -0.510249 0.133513 0.0062 0.3536 1.3033
N 1.484831 0.436720 -0.425447 -2.3258 0.1710 1.4357
O 1.596590 1.580614 -0.110324 0.1630 -1.0743 -0.5750
H -2.030065 0.726170 -1.463412 -0.5972 -1.9400 -2.1081
H -2.912368 1.733280 -0.306631 2.1300 -0.5113 -1.1452
H -1.372945 2.253969 -1.128170 0.2742 -0.2779 0.5315
H -0.320034 -0.963808 2.309569 0.1411 -0.6517 -2.0904
H 0.656877 -2.123811 1.142208 -2.6543 1.0199 0.2940
H -1.306167 -2.028220 1.264381 1.0828 -0.0515 -0.3817
H 2.862145 -1.135797 -0.272363 -0.2892 0.8087 1.2764
H 3.509369 0.322739 -1.062515 -0.9071 -0.1633 0.1108
H 2.508923 -1.030798 -1.681125 -1.3303 0.6572 -1.4203
H -2.130309 0.199823 1.046708 1.1634 0.3220 -0.6158
H -0.761825 1.198620 1.268272 0.3056 0.7191 0.0961
H -0.475229 -0.958519 -0.826571 -0.0337 -0.0628 -0.9873
```
Forces are in eV/Å.

Its charge is +1. The calculation puts the maximum force at 5.1 eV/Å. Its gap between HOMO and LUMO is 9.32 eV. Its spin multiplicity is 1.

Atomic partial charges in e from the Löwdin method, atoms 1 to 2: atom 1 (C): -0.083, atom 2 (C): -0.075

=====

# C5H12NO

A molecular structure, C5H12NO at a distorted geometry (wB97M-V/def2-TZVPD, OMol25).

Structure (XYZ):
```
19
Properties=species:S:1:pos:R:3:forces:R:3
C -1.593470 1.054810 -1.220639 -1.4767 -1.2077 -0.0122
C -1.520281 0.527360 0.004296 2.5847 0.3263 -0.8562
C -0.315777 -2.104693 -0.222806 0.7812 2.7467 0.5178
C 1.733448 1.347742 0.333364 1.7873 1.3460 -2.5416
C -0.320809 -0.249669 0.520099 0.6628 -3.8509 -2.0960
N 1.080738 0.072136 -0.070066 -1.7144 0.3727 0.4913
O -0.001859 -0.272863 1.836037 -1.1821 0.1656 1.5342
H -2.542727 1.532087 -1.510744 0.7362 0.1012 0.1710
H -0.987331 0.718415 -2.055663 0.4314 0.4205 0.1403
H -2.251828 0.770136 0.712734 -0.9533 0.1642 1.0985
H 0.718148 -2.586040 -0.068805 -1.3924 0.9979 -0.4468
H -0.995544 -2.655870 0.397030 -0.5748 -0.1274 0.0433
H -0.654987 -1.975089 -1.289285 0.4623 -0.4010 1.1887
H 2.573535 1.546813 -0.498651 -1.5575 -0.5875 2.1152
H 1.046209 2.234688 0.157068 0.5774 -1.3562 0.8645
H 2.197401 1.202081 1.327292 -0.5905 0.5132 -0.6299
H 1.010289 -0.076812 -1.057034 -0.0595 0.4291 -0.9527
H 1.583565 -0.745445 0.231443 0.7008 -0.1519 0.4752
H -0.758721 -0.339787 2.474331 0.7769 0.0993 -1.1044
```
Forces are in eV/Å.

Its charge is +1. The calculation puts the maximum force at 4.4 eV/Å. Its gap between HOMO and LUMO is 10.45 eV. Its spin multiplicity is 1.

Atomic partial charges in e from the Löwdin method, atoms 1 to 2: atom 1 (C): 0.055, atom 2 (C): -0.080

=====

# C5H12NO

2 unconnected molecules or ions with the total composition C5H12NO at a distorted geometry (wB97M-V/def2-TZVPD, OMol25).

Structure (XYZ):
```
19
Properties=species:S:1:pos:R:3:forces:R:3
C 1.398374 -1.504131 -1.186623 -0.9614 1.3435 -1.2251
C 1.634942 -0.630472 0.062288 -0.6257 1.4859 -1.1811
C 1.478220 0.844204 -0.347062 0.1331 -2.0810 -0.2976
C 0.486340 1.674383 -0.079728 -0.7328 0.4828 -1.9034
N -0.829749 1.229309 0.374503 0.9230 -0.7314 2.3014
C -1.148935 1.410889 1.600237 -0.5417 0.6393 -0.7489
H 0.997969 -0.874314 -2.007667 -0.0957 0.0603 0.3918
H 2.261653 -1.883834 -1.717952 0.2585 -0.7776 0.7037
H 0.561054 -2.172043 -1.003398 0.5702 -0.6921 -0.0354
H 0.836845 -0.860324 0.763531 0.6974 -0.3083 0.6921
H 2.682464 -0.668037 0.366289 -0.3860 -0.5496 0.7685
H 2.240062 1.026913 -1.100910 0.1725 1.2161 0.5405
H 0.383953 2.665508 -0.509067 0.3250 -0.0361 0.0205
H -1.417644 0.576501 -0.148448 0.1429 0.2060 -0.2318
H -0.467440 2.020811 2.183472 -0.1349 -0.1824 0.2588
H -2.125331 1.086934 1.951473 0.2496 -0.2114 0.0994
H -3.105808 -1.048466 -0.473136 -0.3403 -0.3129 -0.0927
H -3.160996 -1.789976 0.875311 -0.3069 -0.4231 0.1855
O -2.705974 -1.103853 0.396886 0.6532 0.8721 -0.2463
```
Forces are in eV/Å.

Its charge is +1. The calculation puts the maximum force at 2.6 eV/Å. Its gap between HOMO and LUMO is 9.42 eV. Its spin multiplicity is 1.

Atomic partial charges in e from the Löwdin method, atoms 1 to 2: atom 1 (C): -0.087, atom 2 (C): -0.201

=====

# C5H12NO

2 unconnected molecules or ions with the total composition C5H12NO at a distorted geometry (wB97M-V/def2-TZVPD, OMol25).

Structure (XYZ):
```
19
Properties=species:S:1:pos:R:3:forces:R:3
C -0.679271 0.503015 3.083113 -0.6579 -0.8148 -0.0611
C 1.155746 0.759643 1.542230 1.5291 -0.3370 0.4540
N 0.009951 0.303182 1.785728 -0.8160 0.3248 0.6982
H -1.069701 -0.506359 3.360665 0.5675 0.8168 0.2085
H -1.591044 1.120402 2.954843 0.7132 -0.1232 -0.1771
H 0.006236 0.958994 3.822315 -0.4434 -0.4511 -0.4229
H 1.833074 1.200046 2.312161 -1.0154 0.0183 -0.5906
H 1.573940 0.543747 0.571284 0.1455 0.1442 -0.1101
H -0.491575 -0.308602 1.034282 0.0131 0.4904 0.3785
O -1.239877 -1.221086 0.021026 0.0612 0.1171 0.3191
C -0.837076 -1.154470 -1.120866 0.3975 0.3185 0.0322
C 0.295286 -0.259888 -1.572881 -0.1738 -1.2499 -1.3324
C 0.236748 -0.036722 -3.088779 -1.1162 0.3264 -0.0075
H -1.313316 -1.776943 -1.873631 -0.1401 -0.2528 -0.3332
H 1.237328 -0.752778 -1.311837 -0.0363 -0.1444 0.0637
H 0.244110 0.654948 -1.063511 -0.0987 1.3370 0.8545
H -0.009731 -0.980393 -3.557791 -0.3329 -0.1902 -0.2480
H 1.176258 0.219950 -3.531080 0.5968 0.5124 0.0257
H -0.537078 0.733323 -3.367275 0.8067 -0.8425 0.2486
```
Forces are in eV/Å.

Its charge is +1. The calculation puts the maximum force at 1.8 eV/Å. Its gap between HOMO and LUMO is 10.32 eV. Its spin multiplicity is 1.

Atomic partial charges in e from the Löwdin method, atoms 1 to 2: atom 1 (C): 0.001, atom 2 (C): 0.133

=====

# C5H12NO

A gas-phase ion, C5H12NO (charge +1) at a distorted geometry (wB97M-V/def2-TZVPD, OMol25).

Structure (XYZ):
```
19
Properties=species:S:1:pos:R:3:forces:R:3
O 0.454658 -0.919859 2.752598 -0.2635 0.4344 0.2382
C 0.627537 0.076899 1.761134 1.0023 -1.4555 -0.3519
C -0.242245 -0.330089 0.529568 0.1421 1.9529 2.9630
C -0.930276 0.913549 -0.091428 -0.6502 0.3625 0.9588
C -0.890588 0.545961 -1.536024 -1.7590 1.7332 -2.6699
C 0.384393 -0.133987 -1.808420 1.5200 -1.5365 -0.4095
N 0.627677 -0.965170 -0.513187 -1.1061 0.4201 -1.5703
H 0.163276 -0.511647 3.571372 -0.0153 -0.0885 0.1725
H 0.546031 1.102784 2.109291 -0.6661 0.0016 0.0216
H 1.685415 -0.027536 1.483818 0.0503 0.3425 -0.2592
H -0.950538 -1.033954 0.980383 0.1677 -0.1863 -0.7808
H -0.484181 1.871543 0.201899 1.3120 -0.3752 -0.6669
H -1.913277 1.268269 0.341086 0.3510 -1.7419 -0.6151
H -1.727605 -0.066280 -1.888024 -0.0504 -0.1655 0.5718
H -0.962832 1.418499 -2.228572 0.1033 -0.3921 0.5953
H 0.481252 -0.852942 -2.656551 -0.6024 0.6269 0.5502
H 1.210922 0.550288 -1.948080 0.2561 0.2103 0.4332
H 1.628893 -1.000983 -0.348394 0.0117 -0.0278 0.6406
H 0.291487 -1.905346 -0.712470 0.1965 -0.1153 0.1782
```
Forces are in eV/Å.

Its charge is +1. The calculation puts the maximum force at 3.6 eV/Å. Its gap between HOMO and LUMO is 11.20 eV. The structure (SMILES) is OC[C@H]1CCC[NH2+]1. Its spin multiplicity is 1.

Atomic partial charges in e from the Löwdin method, atoms 1 to 2: atom 1 (O): -0.041, atom 2 (C): -0.190

=====

# C5H12NO

2 unconnected molecules or ions with the total composition C5H12NO at a distorted geometry (wB97M-V/def2-TZVPD, OMol25).

Structure (XYZ):
```
19
Properties=species:S:1:pos:R:3:forces:R:3
O -1.485476 -1.790151 2.461108 -0.0548 0.4650 0.3634
C -1.089821 -2.482015 1.574130 -0.2388 -0.4090 -0.1509
C -0.007158 -1.996287 0.639679 0.6018 0.1346 0.0910
N 0.354440 -0.606441 1.027849 0.3075 0.9909 -0.1468
H -1.457436 -3.505610 1.435192 0.0212 -0.0906 -0.2034
H 0.869203 -2.636512 0.754912 0.0055 0.0076 0.0339
H -0.253980 -1.982492 -0.419119 -0.3048 -0.1867 0.0297
H 1.329019 -0.358774 0.889955 0.4091 -0.3393 -0.2617
H -0.128388 0.112003 0.471697 -0.2142 -0.0111 0.0409
H 0.179645 -0.362946 2.006159 -0.5597 -0.4882 0.2509
C -0.338778 1.143356 -1.976757 -1.1014 -0.8989 -0.1526
C -0.072041 2.195168 -0.939356 0.6019 -0.3878 -0.2702
C 1.072586 2.249281 -0.261038 -0.1689 0.2673 0.1833
H 0.087028 1.346126 -2.958161 0.2403 0.2784 0.1159
H -0.017873 0.124637 -1.714405 0.4676 0.2260 0.1088
H -1.406401 0.988231 -2.171957 0.0271 0.3672 0.1164
H -0.812880 2.973807 -0.820476 0.0382 0.1431 -0.0555
H 1.340486 3.104828 0.344524 -0.1634 -0.0812 0.2195
H 1.837824 1.483791 -0.343936 0.0859 0.0128 -0.3126
```
Forces are in eV/Å.

Its charge is +1. The calculation puts the maximum force at 1.4 eV/Å. Its gap between HOMO and LUMO is 10.34 eV. Its spin multiplicity is 1.

Atomic partial charges in e from the Löwdin method, atoms 1 to 2: atom 1 (O): 0.107, atom 2 (C): -0.205

=====

# C5H12NO2

A gas-phase ion, C5H12NO2 (charge -1) at a distorted geometry (wB97M-V/def2-TZVPD, OMol25).

Structure (XYZ):
```
20
Properties=species:S:1:pos:R:3:forces:R:3
C 0.950272 -0.150585 1.456487 0.6574 -0.0898 -0.9345
C -0.096847 -0.066896 0.310739 0.3186 0.0136 -0.0764
N -0.826961 -1.278255 0.146959 -0.4104 0.1732 1.0744
C -2.339041 -1.284858 0.330657 0.2543 -1.5782 -0.6330
O -2.899613 -2.141265 -0.525348 -0.0562 0.6542 0.0494
C 0.526013 0.466114 -0.984730 0.4620 0.4698 -0.1508
C 0.893431 1.952140 -0.919036 0.1215 -0.4348 -0.5374
O 1.720172 -0.234425 -1.367349 0.3522 -0.1614 -0.1022
H 1.661191 0.678638 1.403352 -0.2000 0.3019 0.3900
H 0.454396 -0.207814 2.417817 -0.0048 -0.0095 0.1189
H 1.599916 -1.026485 1.334213 -0.3466 -0.2043 0.1269
H -0.769211 0.737403 0.637464 -0.3545 -0.2167 -0.1395
H -0.565988 -1.962643 -0.543308 -0.0052 0.2984 -0.3500
H -2.628442 -0.204759 0.263144 -0.1727 0.1162 -0.0580
H -2.520975 -1.632994 1.375086 0.0273 0.4593 0.3105
H -0.146594 0.348972 -1.832628 -0.4260 -0.2539 0.1989
H 1.429497 2.144871 -0.003315 0.1235 0.3720 0.3218
H 1.566396 2.150326 -1.756881 0.0024 0.1053 0.0458
H 0.027936 2.606227 -1.031280 -0.0747 -0.0730 0.2453
H 1.964448 -0.893704 -0.712036 -0.2681 0.0577 0.0998
```
Forces are in eV/Å.

Its charge is -1. The calculation puts the maximum force at 1.7 eV/Å. Its gap between HOMO and LUMO is 5.90 eV. The structure (SMILES) is C[C@H](NC[O-])[C@@H](C)O. Its spin multiplicity is 1.

Atomic partial charges in e from the Löwdin method, atoms 1 to 2: atom 1 (C): -0.063, atom 2 (C): -0.409

=====

# C5H12NO2

A gas-phase ion, C5H12NO2 (charge -1) at a distorted geometry (wB97M-V/def2-TZVPD, OMol25).

Structure (XYZ):
```
20
Properties=species:S:1:pos:R:3:forces:R:3
C 0.312612 2.410874 0.478149 -0.5164 -0.9110 1.5074
N 0.086717 1.115293 -0.209457 0.8187 -0.1920 -0.5462
C 0.000629 -0.135867 0.603616 0.0390 0.4987 0.5795
C 1.044647 -0.247939 1.767702 -0.8254 0.1903 0.8885
O 0.777756 0.596245 2.807904 -0.0572 -0.1368 -0.3812
C -0.108920 -1.337552 -0.361070 -1.1022 0.3017 0.3385
C -0.988646 -0.987379 -1.565504 1.3727 -0.8064 -0.9729
O -1.145691 -2.190158 -2.371754 -0.7811 -0.2691 -0.4638
H 0.528586 2.196389 1.548216 -0.0811 0.1324 -0.3791
H 1.130683 3.041538 0.120980 -0.0760 -0.3253 -0.5353
H -0.632334 2.947510 0.432570 -0.0196 0.4860 -0.0445
H 0.873086 0.963064 -0.837655 -0.0854 0.0336 0.0242
H -0.928081 -0.134356 1.192130 -0.1014 0.3928 -0.2830
H 0.947675 -1.319824 2.105174 0.4073 -0.0814 -0.3295
H 2.071938 -0.069047 1.397390 0.2553 -0.3534 -0.5996
H 0.861163 -1.745749 -0.642642 0.1185 0.1721 -0.3677
H -0.649564 -2.150016 0.134430 0.2792 -0.0097 0.2868
H -1.975034 -0.608511 -1.312487 0.1253 0.3072 0.3002
H -0.411137 -0.310615 -2.195654 -0.5098 0.5093 0.0909
H -1.796093 -2.033901 -3.092040 0.7396 0.0611 0.8868
```
Forces are in eV/Å.

Its charge is -1. The calculation puts the maximum force at 1.9 eV/Å. Its gap between HOMO and LUMO is 5.44 eV. The structure (SMILES) is CN[C@H](C[O-])CCO. Its spin multiplicity is 1.

Atomic partial charges in e from the Löwdin method, atoms 1 to 2: atom 1 (C): -0.140, atom 2 (N): -0.098

=====

Total energy values (in a.u.) by entry order: -327.2632, -327.3542, -327.3868, -327.4209, -327.4286, -327.4066, -402.9159, -402.8959.
Relative energy (zero: lowest compared OMol25 entry of this formula, charge and spin) values (in kcal per mole) by entry order: 123.20, 66.11, 45.65, 24.26, 19.42, 33.22, 71.24, 83.83.